DFT (wB97M-V/def2-TZVPD) results for a cluster of 2 separate species, C9H14 in total in a non-equilibrium geometry.

```
! wB97M-V def2-TZVPD RIJCOSX def2/J DEFGRID3
* xyz 0 1
C 1.33 -1.22 2.24
C -0.08 -1.46 2.73
H 2.14 -2.01 2.56
H 1.45 -1.18 1.10
H 1.88 -0.23 2.46
H -0.76 -1.67 1.92
H -0.35 -0.63 3.44
H -0.19 -2.28 3.37
C 1.76 0.10 -2.27
C -1.35 -0.50 -0.04
C -0.28 -0.80 -0.95
C -1.74 0.84 0.18
C 0.38 0.34 -1.57
C -0.96 1.85 -0.25
C 0.19 1.60 -1.02
H -2.02 -1.22 0.39
H -0.40 -1.64 -1.66
H -2.84 0.95 0.47
H -1.26 2.96 -0.09
H 1.61 -0.65 -3.03
H 2.46 -0.36 -1.47
H 0.74 2.43 -1.17
H 2.11 1.03 -2.63
*
```

The value obtained for the energy above the lowest of the compared OMol25 structures with the same formula, charge and spin is 58.2 kcal/mol. The total energy comes out at -351.237496 Ha. The SMILES is Cc1ccccc1.CC. For the frontier orbital gap, the calculation gives 9.847 eV.

Partial charges, Löwdin, in e: -0.19, -0.17, 0.08, 0.05, 0.08, 0.02, 0.09, 0.03, -0.05, -0.11, -0.04, -0.13, -0.24, -0.11, -0.06, 0.09, 0.12, 0.13, 0.13, 0.06, 0.11, 0.06, 0.05